Arrangement 1

11
Properties=species:S:1:pos:R:3 method="wB97M-V/def2-TZVPD" gap_ev=10.65 lumo_ha=0.0346 smiles="COCC=O"
O -0.73282 -0.11822 -0.50193
H -2.28432 1.12096 -0.19848
H 1.48141 0.02767 -1.79608
O 2.75569 -0.11657 -0.24230
H 0.56935 -0.49100 1.10173
C -1.46496 0.69413 0.38385
H -0.85146 1.50818 0.79436
C 1.65804 -0.22968 -0.73080
C 0.42645 -0.70560 0.03397
H -1.89017 0.12493 1.22458
H 0.35048 -1.80071 -0.08317

Arrangement 2

11
Properties=species:S:1:pos:R:3 method="wB97M-V/def2-TZVPD" gap_ev=9.73 lumo_ha=0.0314
H -0.53706 2.39959 -0.12178
H -0.26169 -1.43116 1.14988
C 0.11917 1.81639 0.52943
C -0.09998 -1.50537 -0.75747
C -0.24215 -0.01982 -0.84986
H -0.65886 -2.03723 -1.53763
H 1.16158 1.93390 0.22585
O -0.18163 0.41698 0.38914
H -0.00431 2.07600 1.58634
H 0.96854 -1.52429 -1.08352
O -0.28375 -2.13114 0.48254

The most stable of them is arrangement 1.

Arrangement 1

26
Properties=species:S:1:pos:R:3 method="wB97M-V/def2-TZVPD" gap_ev=7.50 lumo_ha=0.1153 charge=-1
H 2.27475 4.38818 1.74548
H 0.84345 3.37265 1.50200
H -3.72766 -0.06776 0.93301
C -2.35003 -1.05979 -0.42242
H -2.08194 -2.59059 -2.94169
H 0.38549 0.54911 1.76401
O 3.70149 2.03156 2.28894
N 1.24543 -1.02529 -0.37261
C -1.71998 0.31844 1.49733
C -0.04090 -0.68291 0.08865
C -2.68988 -0.24989 0.66827
C -0.99596 -2.60283 -2.92492
C 2.71324 2.28972 1.57532
H -0.68887 -3.62679 -3.18565
C 1.00725 -1.62737 -1.58926
H 2.02751 -0.39464 -0.22617
H -1.92811 0.97797 2.32435
C 1.79386 3.45033 2.03490
H -0.67340 -2.11021 -3.85873
C -0.30191 -1.88429 -1.82193
O 2.34937 1.70101 0.51991
C -0.39489 0.01963 1.21762
C -1.03132 -1.26100 -0.75075
H 1.67347 3.56249 3.11276
H 1.78591 -1.88026 -2.29872
H -3.17636 -1.59746 -0.87971

Arrangement 2

26
Properties=species:S:1:pos:R:3 method="wB97M-V/def2-TZVPD" gap_ev=7.66 lumo_ha=0.1200 charge=-1
H 2.64164 2.16678 2.65740
C -2.29484 0.62149 3.25793
C -0.13196 0.46582 1.83430
C -1.46209 0.06683 2.15881
O -0.64544 -0.99099 -2.45916
C 0.86781 1.12892 2.58316
H 1.74875 -0.63861 -0.76285
H -2.68501 -1.38403 0.98415
H -0.26156 0.60845 -5.35015
C 2.14361 1.41730 2.08435
H -1.96950 1.24688 4.03690
C -0.69614 -0.18222 -4.74636
C 1.55989 -0.11357 0.21302
C 0.21098 -0.20178 0.62968
H 3.47824 0.68705 0.38628
H -1.63717 0.29952 -4.48788
H -0.84452 -1.82749 -0.59842
H -3.29882 1.23179 3.00761
C -1.76672 -0.89558 1.26483
H 0.43875 1.41954 3.53805
C 2.48440 0.68023 0.88304
C 0.05263 -0.39645 -3.36643
H -0.80095 -1.12322 -5.32618
H -2.67285 -0.19845 3.86455
N -0.70044 -1.22416 0.40363
O 1.26552 -0.19215 -3.23495

Arrangement 3

26
Properties=species:S:1:pos:R:3 method="wB97M-V/def2-TZVPD" gap_ev=7.96 lumo_ha=0.1251 charge=-1
C -0.50281 -0.84606 -1.56290
H -1.60072 -2.10631 -2.89116
C 1.05546 1.65949 2.86335
C 0.94308 0.85225 -1.50171
H 2.09469 2.20713 4.67853
H -2.74049 -3.35200 -0.94863
H 1.04261 -0.41040 -4.21529
H 0.86571 1.06385 0.52852
C -1.57634 -2.32398 0.51343
C 1.08861 2.30970 4.27761
H 1.70721 1.59882 -1.64762
C 0.24517 0.23124 -3.85691
C -0.64924 -1.35947 0.82481
H -2.05527 -2.86794 1.30465
H 0.42602 1.70760 4.89288
C -1.44295 -1.85890 -1.84373
N 0.84279 0.36222 -0.21583
O 0.92856 0.41643 2.82990
H -0.36480 -1.21286 1.85645
O 1.11300 2.44782 1.88536
C -2.01356 -2.56006 -0.81538
H 0.41706 1.25727 -4.18210
H -0.68954 -0.06885 -4.33685
C -0.09501 -0.63461 -0.23348
H 0.80480 3.35120 4.15494
C 0.15596 0.13642 -2.35887

The most stable of them is arrangement 3.

Arrangement 1

20
Properties=species:S:1:pos:R:3 method="wB97M-V/def2-TZVPD" gap_ev=8.97 lumo_ha=0.0246 smiles="CNC(=O)c1cccs1.OS"
C -0.17093 0.15633 -1.20642
O 3.05195 0.50581 -0.99334
H -2.89487 -2.10568 0.08102
C -0.25967 0.33174 0.15438
H 2.53190 0.29572 1.28851
C -0.08841 -0.75242 1.14685
H -2.79707 -0.76506 0.97073
C -2.43884 -1.74704 1.00362
C -0.11542 1.40027 -1.87843
N -0.93235 -1.74260 1.22333
C -0.06300 2.46203 -1.04287
H -0.39401 -0.63388 -1.87879
H -0.53294 -2.35554 1.91296
H -2.83436 -2.22592 1.94895
H -0.12740 3.49182 -1.41669
S 3.44302 1.00406 0.56973
O 0.93326 -0.73117 1.82198
S -0.04292 2.03419 0.57192
H 3.85198 -0.07007 -1.38742
H -0.11991 1.44741 -2.89005

Arrangement 2

20
Properties=species:S:1:pos:R:3 method="wB97M-V/def2-TZVPD" gap_ev=8.14 lumo_ha=-0.0509
C 1.58378 0.00401 1.02907
C -1.37195 0.06517 -0.35415
H -1.58749 -2.92603 0.31977
C 3.13587 1.27349 -0.69346
C -2.03309 -1.99080 0.00751
H 2.99686 2.22215 -0.27281
S 0.38820 1.66863 -0.88298
H 0.77376 -0.60812 1.05676
H 1.92548 -0.28021 -1.17616
C -3.26146 -1.50969 0.15223
H 1.38962 0.93459 1.69212
O -3.73122 0.76776 -1.22923
N -0.98872 -1.16286 -0.29848
S -3.06618 0.32573 -0.04693
H -4.25014 -1.93975 0.27684
H 3.79956 0.72568 -0.09105
H 2.44883 -0.55814 1.46404
H 3.42509 1.59701 -1.73998
O -3.39397 0.95401 1.21397
C 1.81717 0.43738 -0.42706

The most stable of them is arrangement 1.

Arrangement 1

16
Properties=species:S:1:pos:R:3 method="wB97M-V/def2-TZVPD" gap_ev=9.79 lumo_ha=0.0098 smiles="CNC(=O)O.O.O"
H -1.11348 -0.83029 2.45173
O 2.55575 -0.87565 -0.57856
H 2.28325 1.30981 -0.09043
H -2.52081 -1.33643 0.57144
C -0.67597 -0.73596 1.45730
H -0.12807 0.19822 1.44331
H 1.92342 1.93688 -1.46562
H 1.68200 -0.47844 -0.56594
O -2.84536 0.08271 -1.30992
N -1.73147 -0.71573 0.43643
O -1.20480 1.34336 -0.41037
C -1.96268 0.24179 -0.49755
H -0.16834 -1.68935 1.29930
H 2.68136 -1.51572 -1.28530
H -0.35173 1.33104 -0.86813
O 1.57691 1.73378 -0.58771

Arrangement 2

16
Properties=species:S:1:pos:R:3 method="wB97M-V/def2-TZVPD" gap_ev=10.88 lumo_ha=0.0290 smiles="O=CNCO.O.O"
H 2.35953 0.35321 -0.40393
H -2.84510 -2.58752 -0.92662
O -0.23609 -1.14898 0.35097
H 0.80788 0.05022 1.24391
H -1.55270 -1.89233 -0.94370
N -0.82020 1.18489 0.41964
C 0.09609 2.20915 0.07351
H 3.39246 -0.83604 -0.81851
H 0.46948 -1.11213 -0.38085
O -2.43494 -1.74689 -1.26546
H -1.69860 1.00959 0.09784
H -0.96454 -0.14090 1.92456
H -0.16426 3.25560 -0.30652
C -0.24084 0.01065 1.19933
O 1.29017 1.98853 0.25106
O 2.54165 -0.59703 -0.51524

The most stable of them is arrangement 1.

Arrangement 1

16
Properties=species:S:1:pos:R:3 method="wB97M-V/def2-TZVPD" gap_ev=10.37 lumo_ha=0.0167 smiles="NCC(=O)O.O.O"
H 0.68056 2.06981 -1.03001
H 0.93403 1.99760 1.40846
H 0.15483 -2.35555 0.15592
C -0.21065 0.35086 0.84518
O -0.41458 -3.12700 0.25973
O -1.03548 -0.09156 1.79116
H -0.77531 2.73641 -0.85233
H -0.76393 2.30761 1.52815
C -0.02227 1.85331 0.91234
H -1.12515 -1.05703 1.81728
H -1.09417 -3.14251 -0.41482
H 1.09533 -1.27902 -2.75915
O 1.26501 -0.33303 -2.69408
O 0.21495 -0.36477 -0.03217
N 0.07117 2.51891 -0.35432
H 0.94060 -0.13768 -1.79648

Arrangement 2

16
Properties=species:S:1:pos:R:3 method="wB97M-V/def2-TZVPD" gap_ev=10.32 lumo_ha=0.0212 smiles="NCC(=O)O.O.O"
H 0.35826 1.09671 2.61554
H 0.56708 0.37525 -2.16209
N -0.68450 -0.69555 1.97280
O 1.15971 1.93411 0.36292
H -1.18912 1.32065 1.91199
H -1.09958 -1.20385 1.21575
O 0.11953 0.15270 -0.49796
C -0.29591 0.67432 1.82998
C 0.36870 0.88512 0.42643
H -1.92050 -2.47910 -0.91210
H -0.65269 -1.48671 -1.18543
H 1.45710 0.14554 -3.35821
H 1.54679 2.13955 -0.50694
O 1.21698 0.84329 -2.73649
O -1.02134 -2.38219 -1.21338
H 0.06950 -1.31982 2.23716

The most stable of them is arrangement 1.

Arrangement 1

19
Properties=species:S:1:pos:R:3 method="wB97M-V/def2-TZVPD" gap_ev=9.42 lumo_ha=0.0269
H 0.32510 -1.17622 0.93629
C -1.39916 -0.45011 -0.51956
H 0.46599 -2.02285 -2.17098
H -2.01636 -0.72527 -1.36852
C -2.30496 1.42714 1.04885
C 1.70363 1.87672 0.64383
C 0.12201 -2.36158 -1.19034
H -0.74625 -3.01246 -1.28065
H -3.03542 1.15078 1.79773
H -2.01932 2.46819 0.99933
O 2.21833 -0.63682 -0.44428
O 0.70552 1.00925 0.13976
C -0.14590 -1.16096 -0.34015
C -1.78173 0.54243 0.26345
C 1.09274 -0.33501 -0.05565
H 1.50859 2.06940 1.70098
H 2.70609 1.46140 0.52454
H 1.65133 2.80954 0.08374
H 0.94974 -2.93355 -0.76839

Arrangement 2

19
Properties=species:S:1:pos:R:3 method="wB97M-V/def2-TZVPD" gap_ev=9.16 lumo_ha=0.0160 smiles="CC(=O)C=O.C=C=CC"
O 1.13805 0.33480 1.86350
H -1.86820 2.14847 0.48837
H 1.60286 -2.44409 -0.78427
H -0.86479 -0.04143 1.67448
C -0.04566 1.35774 -0.33283
H 1.96733 -2.71087 0.93059
C 1.61256 -1.98171 0.20212
H 0.98076 1.61576 -0.57821
H -1.28253 -1.50217 -1.73473
H -1.42607 -0.04383 -2.84252
H -0.39222 2.64812 1.30498
H -0.81198 3.36113 -0.28194
C -0.83687 2.45590 0.32478
O -0.73729 -2.30034 0.57744
C -1.12348 -0.44346 -1.88242
C 0.21508 -1.56231 0.56321
H 2.30422 -1.14317 0.22931
C -0.58829 0.32433 -0.98816
C 0.15651 -0.07285 1.26631

The most stable of them is arrangement 2.

Arrangement 1

53
Properties=species:S:1:pos:R:3 method="wB97M-V/def2-TZVPD" gap_ev=9.61 lumo_ha=0.0097 smiles="O=C(N[C@H](Cc1ccccc1)C(=O)O)c1ccc(S(=O)(=O)N2CCCCC2)cc1"
C 2.94949 -2.71932 -1.44763
H -3.85322 4.53630 1.27615
C -1.31123 -0.80294 -1.99196
H 0.37914 5.41632 -0.75491
C -0.61808 -2.00054 -1.95790
H -0.43593 -2.58123 -2.84875
H 1.94349 3.99511 0.51708
O -5.72954 1.28772 0.91381
C 0.00245 4.72418 -0.01693
H -3.78962 3.17699 -0.75632
H 1.07314 2.41771 2.20318
H -1.67816 -0.39829 -2.92277
H 5.94081 -2.14993 0.17930
C -0.96955 2.95032 1.86461
H -1.21090 -0.02245 1.30501
H 5.53730 -3.50931 -0.87530
C -5.33893 2.34387 0.49398
H 3.28304 -3.47893 -2.16973
O 0.37854 -4.74947 0.46311
H -7.05779 3.17077 0.48555
H 4.02535 -2.70190 1.64994
C -1.06023 -0.58562 0.39660
C -2.26565 1.20877 -0.89903
H 5.06769 -4.12360 1.47619
H 4.62001 -1.42207 -1.83602
C -1.54464 -0.09826 -0.81495
O -6.13573 3.38759 0.27124
C 0.88090 3.92671 0.69678
C -0.35057 -1.77284 0.42677
C -1.85739 3.74125 1.14848
H -2.04152 5.24612 -0.36059
N -3.12713 1.44059 0.11972
C 4.39270 -3.45040 0.94646
O -2.08270 1.99835 -1.80259
C -3.33931 3.57623 1.33178
C 0.39284 3.04128 1.64139
H -3.55197 3.11500 2.29877
C -3.88533 2.66163 0.20534
C 5.11842 -2.75658 -0.20367
H -3.37217 0.70789 0.76818
C 4.13382 -1.88073 -0.97410
C -1.35883 4.62982 0.20545
H 3.76382 -1.08747 -0.32240
S 0.80861 -3.98431 -0.66989
H 2.19979 -2.09146 -1.93364
H 2.62656 -4.70067 1.20279
H -1.34807 2.26226 2.60832
C 3.20933 -4.24451 0.40209
C -0.14388 -2.46946 -0.74831
H 3.57002 -5.04091 -0.26641
H 0.04265 -2.17878 1.34482
O 0.80005 -4.61326 -1.96195
N 2.31811 -3.34755 -0.30716

Arrangement 2

53
Properties=species:S:1:pos:R:3 method="wB97M-V/def2-TZVPD" gap_ev=8.50 lumo_ha=0.0002 smiles="Cc1ccc2nc3c(c(C(=O)OCC(=O)N[C@@H]4CCS(=O)(=O)C4)c2c1)CCCC3"
H -0.63033 -1.56448 -1.39497
C 1.54166 -3.92877 -0.36318
H 3.72780 4.01597 -0.05418
C -4.07285 1.38863 1.04568
C 4.39243 1.07270 1.37198
O -2.45796 -0.82976 3.41564
H 3.62594 2.75603 -1.27625
C -0.02962 1.02452 -0.84732
C 2.52461 -3.14229 0.16040
H -2.04795 -0.14146 -0.41125
H -4.96153 1.34497 1.67684
H -4.64880 -1.22861 1.73339
N 3.39686 -1.02331 0.70654
H -4.96232 0.06787 -0.43937
H 5.23204 0.41817 1.60321
H -1.96810 1.85276 1.38235
C 2.17935 0.99289 0.24704
C -4.03931 0.13521 0.14673
H 5.45900 1.78775 -0.34745
H 5.44384 2.90923 1.00580
O -3.94892 1.61228 -2.21914
C 2.28557 2.47908 0.36921
N -2.92688 0.20434 -0.78088
H -2.93924 1.79321 2.88008
H 1.47330 2.98882 -0.14516
H -3.50054 -1.94573 0.56221
C -3.81199 -1.03950 1.07017
H -1.11356 -4.85072 -0.68918
C -2.95057 1.04200 -1.83601
H -0.25537 -4.92512 -2.22339
O -0.51040 0.54432 -2.00940
C -2.80941 1.38235 1.88586
O -0.52898 1.98269 -0.30014
H -1.72057 0.84116 -3.59054
C -0.67829 -4.24576 -1.48438
O -1.19752 -0.68231 1.31226
H 2.22446 2.74833 1.42723
C 0.25359 -1.98747 -0.94723
H 1.63666 -5.00526 -0.35058
H -4.13647 2.27934 0.42020
C 3.63442 2.93893 -0.19973
S -2.40298 -0.39226 2.05085
C 0.38701 -3.35214 -0.92572
C 4.82985 2.20844 0.43822
H -1.42658 2.30042 -2.61003
H 3.41655 -3.56122 0.59910
C 1.15185 0.28639 -0.34823
C 2.39635 -1.73804 0.15825
H -1.46971 -3.66740 -1.95470
C 1.23740 -1.13704 -0.40907
H 4.02229 1.49515 2.31017
C -1.61964 1.22147 -2.57190
C 3.29358 0.27320 0.74999

The most stable of them is arrangement 2.

Arrangement 1

7
Properties=species:S:1:pos:R:3 method="wB97M-V/def2-TZVPD" gap_ev=9.16 lumo_ha=0.0061 smiles=SS.O
O 2.08988 -4.31934 3.18311
H -2.06659 0.78804 -1.17974
S -0.91012 0.28714 -1.31057
H 0.61922 2.52676 -1.33644
H 2.37047 -3.64662 2.61926
H 2.24314 -4.04290 4.07573
S -0.33272 2.14595 -0.54216

Arrangement 2

7
Properties=species:S:1:pos:R:3 method="wB97M-V/def2-TZVPD" gap_ev=9.92 lumo_ha=0.0097 smiles=SS.O
H -3.55647 0.29811 0.05682
S 2.17635 0.25589 -0.83377
H -2.69548 1.31909 0.85743
H 2.61180 -1.50581 1.03033
S 3.47328 -0.97456 0.13696
H 1.56771 -0.59885 -1.68317
O -3.57719 1.20613 0.43540

The most stable of them is arrangement 2.